Molecular formula: C6H21NO5
Method: DFT, ωB97M-V with the def2-TZVPD basis set

## Properties
Kohn-Sham gap (eV): 10.062
Energy relative to the best compared isomer or geometry (same formula, charge and spin) (eV): 3.7347
Total charge: 0
Structure (SMILES): COC[C@H](C)N.OCCO.O.O
Lowest unoccupied orbital energy (eV): 0.54
Electronic energy (eV): -18288.3111
M (Da): 187.236
Highest occupied orbital energy (eV): -9.53

Each line ends with the natural charge from an NBO analysis.
Atoms and positions in Å:
C -5.072 0.532 4.617  -0.250
O -3.971 0.269 3.697  -0.563
C -3.659 1.311 2.802  -0.071
C -2.507 0.704 1.813  -0.047
C -1.211 0.390 2.562  -0.618
N -2.332 1.602 0.685  -0.839
H -6.039 0.449 4.122  0.176
H -4.860 1.509 5.051  0.169
H -4.973 -0.204 5.416  0.195
H -4.542 1.659 2.265  0.155
H -3.329 2.155 3.408  0.154
H -2.861 -0.250 1.421  0.192
H -1.329 -0.127 3.515  0.228
H -0.741 1.343 2.803  0.199
H -0.552 -0.181 1.908  0.215
H -2.260 2.580 0.927  0.350
H -3.199 1.673 0.171  0.354
O 5.135 -3.133 -4.866  -0.686
C 4.394 -3.807 -3.909  -0.100
C 3.745 -2.873 -2.850  -0.086
O 2.621 -2.241 -3.408  -0.729
H 4.456 -2.838 -5.477  0.456
H 3.631 -4.466 -4.325  0.165
H 5.021 -4.466 -3.309  0.179
H 4.381 -2.115 -2.392  0.173
H 3.408 -3.424 -1.971  0.171
H 2.623 -2.221 -4.368  0.458
O 1.269 1.567 -1.368  -0.956
H 0.410 1.597 -0.947  0.481
H 1.286 0.724 -1.820  0.474
O 3.526 4.432 -2.174  -0.944
H 4.457 4.216 -2.119  0.463
H 3.078 3.638 -1.880  0.481

---

Molecular formula: C6H21NO7
Method: DFT, ωB97M-V with the def2-TZVPD basis set

## Properties
Kohn-Sham gap (eV): 8.540
Energy relative to the best compared isomer or geometry (same formula, charge and spin) (eV): 1.2290
Total charge: 0
Structure (SMILES): C=Cc1cc[nH]c1.O.O.O.O.O.O.O
Lowest unoccupied orbital energy (eV): 0.04
Electronic energy (eV): -22384.5667
M (Da): 219.234
Highest occupied orbital energy (eV): -8.50

Each line ends with the natural charge from an NBO analysis.
Atoms and positions in Å:
C -0.002 3.217 -0.788  -0.395
C -0.956 2.498 -1.367  -0.192
C -1.445 1.196 -0.903  -0.164
C -2.734 0.594 -0.895  -0.313
C -2.645 -0.572 -0.140  -0.102
N -1.381 -0.652 0.359  -0.503
C -0.644 0.359 -0.158  -0.059
H 0.321 4.153 -1.212  0.198
H 0.498 2.984 0.145  0.200
H -1.358 2.881 -2.304  0.203
H -3.710 0.798 -1.307  0.231
H -3.492 -1.235 -0.066  0.227
H -1.022 -1.422 0.906  0.447
H 0.405 0.426 0.069  0.219
O 3.147 0.020 -1.359  -0.976
H 3.739 -0.420 -1.982  0.493
H 2.965 0.944 -1.558  0.495
O -1.188 2.035 3.295  -0.972
H -1.321 1.445 4.038  0.487
H -1.220 1.639 2.420  0.492
O 3.601 -1.255 0.942  -0.972
H 3.629 -0.424 0.439  0.497
H 3.281 -1.945 0.356  0.464
O 1.742 2.995 2.868  -0.957
H 2.383 2.292 2.729  0.463
H 0.889 2.564 2.998  0.488
O -0.050 -4.107 -1.457  -0.965
H 0.201 -3.455 -0.796  0.473
H -0.250 -3.589 -2.246  0.487
O 0.200 -2.952 1.378  -0.973
H 1.142 -2.943 1.585  0.496
H -0.221 -3.707 1.799  0.493
O -1.459 -1.863 -2.597  -0.964
H -2.114 -1.303 -2.143  0.485
H -0.931 -1.196 -3.048  0.468

---

Molecular formula: C6H22BKO6
Method: DFT, ωB97M-V with the def2-TZVPD basis set

## Properties
Kohn-Sham gap (eV): 6.640
Energy relative to the best compared isomer or geometry (same formula, charge and spin) (eV): 4.3568
Total charge: 0
Lowest unoccupied orbital energy (eV): -0.83
Electronic energy (eV): -35859.0876
M (Da): 240.146
Highest occupied orbital energy (eV): -7.47

Each line ends with the natural charge from an NBO analysis.
Atoms and positions in Å:
K -1.467 1.830 -0.803  0.987
B -5.242 3.170 -1.405  -0.841
H -6.192 3.098 -1.911  -0.002
H -4.451 3.133 -2.139  -0.064
H -5.217 4.112 -0.880  -0.024
H -5.086 2.331 -0.745  -0.060
C 2.168 -3.044 -2.843  -0.089
C 0.795 -2.572 -2.340  -0.109
O 0.178 -1.454 -3.127  -0.750
O 3.202 -2.222 -2.343  -0.719
H 2.242 -2.959 -3.928  0.176
H 2.281 -4.104 -2.613  0.179
H 0.696 -2.329 -1.281  0.191
H 0.181 -3.457 -2.505  0.175
H -0.281 -1.859 -3.866  0.474
H 2.802 -1.409 -2.027  0.472
C -3.646 -0.997 2.416  -0.090
C -2.829 -0.521 3.644  -0.084
O -1.972 0.560 3.360  -0.718
O -2.848 -1.353 1.278  -0.759
H -4.308 -0.231 2.013  0.186
H -4.223 -1.912 2.554  0.180
H -2.167 -1.335 3.939  0.160
H -3.502 -0.479 4.500  0.178
H -1.195 0.485 3.919  0.474
H -3.393 -1.647 0.545  0.475
C 3.408 1.347 0.907  -0.087
C 4.947 1.265 0.842  -0.097
O 5.668 2.434 0.597  -0.734
O 2.818 1.501 -0.400  -0.749
H 3.149 2.220 1.507  0.174
H 3.060 0.458 1.433  0.194
H 5.365 0.385 0.351  0.177
H 5.292 0.998 1.840  0.159
H 6.584 2.285 0.350  0.485
H 3.181 2.274 -0.838  0.480

---

Molecular formula: C6H22N2O3
Method: DFT, ωB97M-V with the def2-TZVPD basis set

## Properties
Kohn-Sham gap (eV): 9.034
Energy relative to the best compared isomer or geometry (same formula, charge and spin) (eV): 1.1724
Total charge: 0
Structure (SMILES): CNCCC[C@H](C)N.O.O.O
Lowest unoccupied orbital energy (eV): 0.52
Electronic energy (eV): -15700.7549
M (Da): 170.253
Highest occupied orbital energy (eV): -8.51

Each line ends with the natural charge from an NBO analysis.
Atoms and positions in Å:
C 1.511 2.192 -0.937  -0.438
N 0.097 2.088 -0.597  -0.646
C -0.054 1.995 0.867  -0.232
C 0.592 0.766 1.503  -0.428
C 0.164 -0.640 1.001  -0.392
C -1.381 -0.798 0.791  -0.071
C -2.067 -0.357 2.092  -0.636
N -1.648 -2.210 0.525  -0.865
H 1.700 2.762 -1.850  0.208
H 2.068 2.758 -0.175  0.179
H 2.106 1.289 -1.097  0.184
H -0.251 3.024 -0.793  0.366
H -1.108 1.893 1.122  0.204
H 0.292 2.897 1.373  0.177
H 0.388 0.804 2.573  0.209
H 1.686 0.753 1.439  0.205
H 0.387 -1.369 1.786  0.213
H 0.768 -0.941 0.150  0.195
H -1.514 -0.189 -0.086  0.210
H -2.813 0.412 1.894  0.211
H -1.403 0.088 2.817  0.205
H -2.694 -1.131 2.529  0.214
H -1.908 -2.316 -0.444  0.374
H -2.251 -2.725 1.142  0.367
O 1.769 -3.217 -0.874  -0.943
H 0.861 -3.442 -1.114  0.473
H 1.849 -2.349 -1.293  0.462
O -1.080 -0.260 -2.102  -0.969
H -0.742 -0.206 -3.006  0.471
H -0.659 0.539 -1.726  0.487
O 1.643 -0.905 -2.829  -0.934
H 1.161 -0.310 -2.240  0.473
H 2.532 -0.894 -2.441  0.466

---

Molecular formula: C6H22O5
Method: DFT, ωB97M-V with the def2-TZVPD basis set

## Properties
Kohn-Sham gap (eV): 10.604
Energy relative to the best compared isomer or geometry (same formula, charge and spin) (eV): 1.2312
Total charge: 0
Structure (SMILES): CC(C)O.CC(C)O.O.O.O
Lowest unoccupied orbital energy (eV): 0.42
Electronic energy (eV): -16815.3934
M (Da): 174.237
Highest occupied orbital energy (eV): -10.18

Each line ends with the natural charge from an NBO analysis.
Atoms and positions in Å:
C -12.840 9.002 -11.822  -0.632
C -11.874 7.819 -11.699  0.090
C -11.984 6.946 -12.939  -0.634
O -10.573 8.367 -11.746  -0.731
H -12.810 9.527 -12.777  0.208
H -12.764 9.688 -10.978  0.219
H -13.844 8.613 -11.656  0.204
H -11.912 7.210 -10.796  0.185
H -12.961 6.473 -13.038  0.210
H -11.299 6.100 -12.901  0.219
H -11.908 7.570 -13.830  0.198
H -10.327 8.602 -12.644  0.463
C -3.920 7.884 -3.015  -0.639
C -3.673 8.736 -4.305  0.105
C -3.724 7.820 -5.542  -0.629
O -4.691 9.737 -4.312  -0.736
H -4.921 7.459 -2.941  0.214
H -3.699 8.397 -2.079  0.204
H -3.328 6.969 -2.994  0.203
H -2.684 9.191 -4.245  0.158
H -4.697 7.331 -5.592  0.212
H -2.987 7.017 -5.586  0.219
H -3.532 8.449 -6.412  0.214
H -4.508 10.451 -3.696  0.475
O -13.720 8.078 -4.352  -0.937
H -13.978 7.174 -4.529  0.465
H -13.057 8.272 -5.014  0.471
O -8.457 15.227 -8.597  -0.934
H -7.774 15.433 -7.959  0.467
H -8.759 14.353 -8.352  0.468
O -9.468 9.231 -6.528  -0.941
H -8.569 9.411 -6.251  0.472
H -9.444 9.298 -7.482  0.470

---

Molecular formula: C6H22O6
Method: DFT, ωB97M-V with the def2-TZVPD basis set

## Properties
Kohn-Sham gap (eV): 9.929
Energy relative to the best compared isomer or geometry (same formula, charge and spin) (eV): 3.8064
Total charge: 0
Structure (SMILES): OCCO.CO.CO.CO.CO
Lowest unoccupied orbital energy (eV): 0.45
Electronic energy (eV): -18861.1853
M (Da): 190.236
Highest occupied orbital energy (eV): -9.48

Each line ends with the natural charge from an NBO analysis.
Atoms and positions in Å:
O -0.755 0.393 -2.914  -0.736
C -1.731 -0.214 -3.769  -0.095
C -3.019 -0.516 -2.988  -0.096
O -2.961 -1.808 -2.358  -0.741
H -0.732 -0.123 -2.095  0.480
H -2.017 0.380 -4.638  0.176
H -1.290 -1.138 -4.153  0.168
H -3.841 -0.627 -3.693  0.180
H -3.133 0.238 -2.210  0.168
H -2.191 -1.778 -1.766  0.476
C 2.854 -1.029 2.290  -0.255
O 2.105 -2.100 2.861  -0.718
H 3.111 -1.210 1.239  0.162
H 2.245 -0.125 2.274  0.185
H 3.783 -0.868 2.845  0.163
H 2.538 -2.901 2.547  0.462
C 2.643 3.205 1.951  -0.258
O 1.523 2.639 2.635  -0.744
H 3.222 2.463 1.406  0.189
H 2.208 3.941 1.269  0.171
H 3.364 3.730 2.584  0.172
H 1.181 3.317 3.223  0.477
C -0.434 -2.815 -0.470  -0.269
O -0.971 -1.528 -0.387  -0.770
H -1.101 -3.646 -0.205  0.174
H -0.008 -3.027 -1.453  0.178
H 0.388 -3.064 0.218  0.177
H -0.661 -1.058 0.400  0.520
C -1.392 1.571 0.881  -0.262
O -0.154 0.921 0.633  -0.749
H -1.942 1.329 1.793  0.168
H -1.260 2.659 0.830  0.167
H -2.045 1.383 0.025  0.185
H 0.473 1.404 1.191  0.494